Below is a structure of composition C5H12O2, with properties calculated with ωB97M-V with the def2-TZVPD basis set.

The geometry in XYZ format:
```
19
C5H12O2 (ωB97M-V with the def2-TZVPD basis set)
C -1.44 1.63 0.69
C -0.48 0.86 -0.16
C 0.77 0.32 0.46
O 0.46 -0.25 1.71
C 1.50 -0.62 -0.49
C 0.46 -1.59 -1.05
O -0.58 -0.81 -1.56
H -2.39 1.79 0.17
H -1.61 1.15 1.65
H -0.99 2.62 0.85
H -0.30 1.31 -1.13
H -1.86 -0.61 0.16
H 1.37 1.24 0.60
H 1.28 -0.60 2.08
H 2.33 -1.13 0.03
H 1.93 -0.03 -1.31
H 0.10 -2.23 -0.22
H 0.90 -2.24 -1.81
H -1.45 -0.82 -0.68
```

Energy above the lowest of the compared OMol25 structures with the same formula, charge and spin in kcal per mole: 129.11
Total charge: 0
Lowest unoccupied orbital energy in Ha: -0.005
Maximum force in eV/A: 0.34
Highest occupied orbital energy in eV: -8.097

---

Below is a structure of composition C27H43AuN3O3S3Si4 at a distorted geometry, with properties calculated with ωB97M-V with the def2-TZVPD basis set.

The geometry in XYZ format:
```
84
C27H43AuN3O3S3Si4 (ωB97M-V with the def2-TZVPD basis set)
Au 0.68 -0.11 -0.41
N 9.06 6.21 -0.23
C 8.15 5.51 -0.21
C 7.01 4.64 -0.18
C 6.85 3.66 -1.16
C 5.74 2.84 -1.14
C 4.76 2.99 -0.16
C 4.93 3.97 0.82
C 6.05 4.79 0.82
C 3.53 2.14 -0.17
C 3.77 0.76 -0.12
C 5.04 0.14 0.10
C 4.84 -1.22 0.12
C 3.46 -1.41 -0.08
N 2.82 -0.26 -0.21
C 2.33 2.85 -0.23
C 2.17 4.27 -0.41
C 0.82 4.51 -0.44
C 0.20 3.23 -0.29
N 1.08 2.26 -0.18
H 7.60 3.55 -1.94
H 5.61 2.09 -1.91
H 4.19 4.07 1.61
H 6.18 5.54 1.59
H 5.97 0.65 0.25
H 5.58 -1.99 0.26
H 2.91 -2.34 -0.14
H 2.95 5.00 -0.53
H 0.32 5.46 -0.55
H -0.86 3.02 -0.29
C 1.54 0.23 4.73
S 0.79 -0.23 3.16
C 1.45 -1.89 2.99
H 1.15 -0.36 5.55
H 1.32 1.28 4.91
H 2.63 0.11 4.69
H 2.54 -1.87 2.93
H 1.06 -2.30 2.06
H 1.14 -2.52 3.83
C -2.09 -0.53 -4.15
Si -2.82 0.07 -2.54
C -4.66 -0.36 -2.64
C -2.73 1.97 -2.54
Si -1.61 -0.47 -0.59
Si -2.99 -0.31 1.33
C -2.70 -1.73 2.52
C -2.41 1.30 2.13
C -4.85 -0.04 1.12
Si -3.18 -3.91 -0.67
C -4.64 -2.90 -0.06
C -2.81 -5.17 0.66
C -3.59 -4.54 -2.38
H -2.48 0.08 -4.97
H -2.34 -1.57 -4.34
H -1.00 -0.47 -4.16
H -5.10 0.21 -3.46
H -5.22 -0.13 -1.73
H -4.80 -1.42 -2.86
H -3.16 2.36 -3.47
H -1.70 2.31 -2.47
H -3.28 2.40 -1.71
H -1.65 -1.80 2.77
H -3.00 -2.69 2.11
H -3.27 -1.55 3.44
H -1.33 1.33 2.25
H -2.87 1.42 3.11
H -2.70 2.17 1.52
H -5.38 -0.89 0.70
H -5.05 0.82 0.49
H -5.28 0.17 2.11
H -4.58 -2.70 1.01
H -5.55 -3.48 -0.23
H -4.74 -1.95 -0.58
H -3.59 -5.18 1.43
H -1.86 -4.93 1.13
H -2.71 -6.17 0.24
H -4.62 -4.30 -2.65
H -3.45 -5.61 -2.46
H -2.92 -4.07 -3.10
O 0.26 -3.37 0.16
S -0.44 -3.50 -1.10
O -0.85 -4.85 -1.43
O -1.90 -2.75 -0.81
S 0.27 -2.52 -2.62
```

Energy above the lowest of the compared OMol25 structures with the same formula, charge and spin in kcal per mole: 0.00
Total charge: -1
Lowest unoccupied orbital energy in Ha: 0.060
Maximum force in eV/A: 1.22
Highest occupied orbital energy in eV: -4.405

---

Below is a cluster of 2 separate species, C4H12N2O2 in total at a distorted geometry, with properties calculated with ωB97M-V with the def2-TZVPD basis set.

The geometry in XYZ format:
```
20
C4H12N2O2 (ωB97M-V with the def2-TZVPD basis set)
C -1.40 0.78 -0.22
N -0.26 0.39 -0.96
C 0.04 1.18 -2.21
C 1.02 0.17 -0.25
C 0.93 -1.25 0.35
N 0.11 -2.26 -0.16
O 1.63 -1.60 1.32
H -1.63 0.04 0.62
H -1.17 1.70 0.21
H -2.34 0.70 -0.79
H -0.94 1.34 -2.86
H 0.80 0.73 -2.94
H 0.42 2.23 -2.09
H 1.32 0.72 0.73
H 1.68 0.34 -1.14
H -0.04 -3.14 0.24
H -0.45 -2.06 -1.04
O -0.17 0.27 3.68
H -0.26 -0.51 4.22
H 0.71 0.23 3.30
```

SMILES string: CN(C)CC(N)=O.O
Energy above the lowest of the compared OMol25 structures with the same formula, charge and spin in kcal per mole: 61.63
Total charge: 0
Lowest unoccupied orbital energy in Ha: 0.028
Maximum force in eV/A: 4.96
Highest occupied orbital energy in eV: -8.823

---

Below is a cluster of 6 separate species, C16H30FNO11S in total at a distorted geometry, with properties calculated with ωB97M-V with the def2-TZVPD basis set.

The geometry in XYZ format:
```
60
C16H30FNO11S (ωB97M-V with the def2-TZVPD basis set)
N 3.82 0.64 -0.20
H 3.27 -0.01 -0.37
H 3.92 1.38 -0.92
H 4.78 0.24 -0.16
H 3.69 1.23 0.48
F 1.31 0.07 1.00
C 2.17 1.44 3.90
C 1.30 2.60 3.30
C -0.10 2.24 2.93
O -0.87 3.14 3.68
C -0.24 3.77 4.48
O -0.66 4.29 5.47
O 1.12 3.55 4.32
H 1.65 0.75 4.53
H 2.98 1.74 4.25
H 2.53 0.71 3.13
H 1.72 3.06 2.41
H -0.30 1.15 2.92
H -0.14 2.56 2.00
C 0.57 3.22 -1.58
C -0.67 2.58 -2.10
C -1.35 1.52 -1.20
O -2.61 2.06 -0.84
C -2.78 3.19 -1.50
O -3.71 3.89 -1.43
O -1.67 3.54 -2.28
H 0.32 3.57 -0.59
H 0.83 3.75 -2.30
H 1.34 2.66 -1.42
H -0.39 1.96 -3.05
H -0.72 0.99 -0.30
H -1.60 0.53 -1.69
C -3.82 -0.79 0.99
C -2.57 -1.69 0.59
C -1.68 -2.23 1.73
O -1.90 -3.60 1.75
C -2.59 -3.90 0.69
O -2.76 -5.04 0.26
O -3.06 -2.90 0.11
H -3.47 0.18 1.48
H -4.43 -1.36 1.54
H -4.26 -0.33 0.04
H -1.97 -1.19 -0.06
H -1.92 -1.81 2.63
H -0.74 -2.07 1.39
C -0.02 -3.26 -2.12
C 0.80 -3.90 -3.30
C 1.57 -2.71 -3.89
S 1.92 -1.59 -2.58
O 1.33 -0.31 -2.86
O 3.30 -1.77 -2.19
C 1.01 -2.30 -1.33
H -0.45 -4.05 -1.58
H -0.70 -2.57 -2.68
H 0.18 -4.41 -4.05
H 1.19 -4.70 -2.87
H 1.03 -2.11 -4.56
H 2.58 -3.12 -4.48
H 0.38 -1.54 -0.86
H 1.57 -2.92 -0.67
```

Energy above the lowest of the compared OMol25 structures with the same formula, charge and spin in kcal per mole: 46.58
Total charge: 0
Lowest unoccupied orbital energy in Ha: -0.039
Maximum force in eV/A: 12.32
Highest occupied orbital energy in eV: -9.685

---

Below is a structure of composition C4H10B2CsO3 at a distorted geometry, with properties calculated with ωB97M-V with the def2-TZVPD basis set.

The geometry in XYZ format:
```
20
C4H10B2CsO3 (ωB97M-V with the def2-TZVPD basis set)
C 2.81 -0.96 0.08
B 1.55 -0.08 0.31
O 1.53 0.73 1.47
B 0.26 -0.14 -0.82
C -0.85 0.98 -0.84
C -1.90 0.54 0.22
C -2.09 -0.95 0.23
O -1.64 -1.67 1.09
O -2.79 -1.40 -0.83
H 2.82 -1.71 0.86
H 2.76 -1.47 -0.87
H 3.73 -0.38 0.14
H 1.30 1.68 1.28
H 0.15 -1.06 -1.57
H -1.30 1.16 -1.80
H -0.49 1.95 -0.49
H -2.83 1.07 0.09
H -1.50 0.78 1.19
H -2.50 -2.30 -0.98
Cs 0.98 3.24 1.24
```

Total charge: +1
Lowest unoccupied orbital energy in Ha: -0.149
Maximum force in eV/A: 9.03
Highest occupied orbital energy in eV: -13.025

---

Below is a structure of composition C34H26ClN3O4Ti at a distorted geometry, with properties calculated with ωB97M-V with the def2-TZVPD basis set.

The geometry in XYZ format:
```
69
C34H26ClN3O4Ti (ωB97M-V with the def2-TZVPD basis set)
Ti -7.50 -4.43 -14.86
O -8.31 -6.11 -14.67
C -8.12 -7.40 -14.37
C -9.02 -8.39 -14.80
C -8.73 -9.72 -14.50
C -7.60 -10.07 -13.73
C -6.77 -9.06 -13.21
C -7.03 -7.76 -13.55
C -6.24 -6.70 -13.12
N -6.21 -5.45 -13.40
C -5.23 -4.70 -12.58
C -5.52 -3.15 -12.77
N -6.92 -3.01 -13.20
C -7.63 -2.09 -12.67
C -9.02 -1.90 -12.92
C -9.67 -0.86 -12.23
C -10.97 -0.64 -12.40
C -11.72 -1.41 -13.31
C -11.18 -2.47 -14.00
C -9.80 -2.70 -13.80
O -9.29 -3.76 -14.31
H -9.83 -8.05 -15.47
H -9.25 -10.64 -14.76
H -7.36 -11.08 -13.57
H -5.95 -9.36 -12.61
H -5.48 -6.98 -12.36
H -4.24 -4.83 -12.94
H -5.30 -4.97 -11.55
H -4.97 -2.76 -13.63
H -5.35 -2.51 -11.86
H -7.24 -1.36 -11.94
H -9.15 -0.23 -11.57
H -11.46 0.10 -11.77
H -12.75 -1.15 -13.50
H -11.73 -3.08 -14.72
C -8.62 -0.17 -16.83
C -7.38 0.24 -17.33
C -6.22 -0.54 -17.17
C -6.33 -1.75 -16.49
N -7.53 -2.12 -16.01
C -8.63 -1.36 -16.18
C -5.23 -2.66 -16.27
C -3.96 -2.28 -16.76
C -2.90 -3.11 -16.64
C -3.07 -4.37 -16.03
C -4.39 -4.78 -15.62
C -5.49 -3.90 -15.69
H -9.50 0.43 -17.03
H -7.21 1.09 -17.98
H -5.24 -0.34 -17.61
H -9.56 -1.73 -15.81
H -3.86 -1.25 -17.11
H -1.89 -2.80 -16.91
H -2.22 -5.00 -16.03
H -4.44 -5.86 -15.31
Cl -11.79 -5.79 -22.13
C -10.72 -5.69 -20.67
C -10.33 -6.91 -20.11
C -9.48 -6.92 -19.00
C -8.87 -5.75 -18.58
C -9.20 -4.52 -19.22
C -10.16 -4.53 -20.26
C -7.92 -5.80 -17.43
O -7.30 -6.83 -17.21
O -7.88 -4.67 -16.72
H -10.73 -7.79 -20.60
H -9.18 -7.79 -18.47
H -8.77 -3.58 -18.87
H -10.39 -3.51 -20.70
```

Total charge: 0
Lowest unoccupied orbital energy in Ha: -0.007
Maximum force in eV/A: 3.41
Highest occupied orbital energy in eV: -8.013

---

Below is a cluster of 7 separate species, C47H65Cl2F19N4O22PSSi in total at a distorted geometry, with properties calculated with ωB97M-V with the def2-TZVPD basis set.

The geometry in XYZ format:
```
162
C47H65Cl2F19N4O22PSSi (ωB97M-V with the def2-TZVPD basis set)
C 3.71 1.80 3.42
C 4.43 2.76 2.39
N 4.48 4.03 2.73
C 5.13 2.34 1.02
N 4.42 1.23 0.27
C 3.65 1.41 -0.80
N 3.46 2.77 -1.40
P 2.03 3.30 -0.55
O 2.60 4.59 0.45
Cl 1.29 1.91 0.85
C 3.47 2.59 -2.91
C 2.26 3.40 -3.56
C 2.23 4.99 -3.39
O 0.83 5.39 -3.24
Si 0.34 6.46 -4.52
C 1.45 7.99 -4.75
C -1.41 7.14 -4.01
C 0.08 5.41 -6.09
C 4.92 3.22 -3.17
F 6.01 2.44 -2.67
F 5.00 4.35 -2.28
C 5.25 3.83 -4.60
F 5.04 5.25 -4.53
F 4.46 3.39 -5.66
C 6.83 3.80 -5.00
F 7.32 2.52 -5.20
F 7.62 4.37 -3.97
C 7.18 4.65 -6.30
F 8.51 4.27 -6.63
F 6.43 4.35 -7.43
F 7.28 6.04 -6.06
C 3.20 0.99 -3.15
C 4.48 0.01 -3.34
C 5.34 0.14 -4.67
C 4.99 -0.97 -5.81
Cl 7.07 -0.37 -4.18
S 2.05 0.42 -4.47
O 2.08 -1.08 -4.65
O 2.53 0.96 -5.81
C 0.25 0.83 -4.44
F -0.11 2.05 -5.08
F -0.35 -0.12 -5.32
C -0.59 0.69 -3.10
F -0.04 1.25 -1.95
F -0.92 -0.68 -2.97
C -2.04 1.41 -3.23
F -2.77 1.01 -4.33
F -2.76 0.93 -2.09
F -1.97 2.80 -3.05
N 2.91 0.61 -1.71
C 2.29 -0.67 -1.39
C 4.60 -0.14 0.75
F 3.45 -0.68 1.37
F 5.10 -1.00 -0.26
F 5.58 -0.23 1.77
H 4.47 1.15 4.00
H 3.21 2.45 4.22
H 2.90 1.15 2.99
H 5.00 4.58 2.02
H 6.23 2.08 1.22
H 5.19 3.30 0.38
H 2.08 5.37 0.14
H 2.18 3.24 -4.70
H 1.23 3.06 -3.18
H 2.75 5.39 -2.47
H 2.57 5.47 -4.37
H 2.42 7.62 -5.25
H 1.69 8.56 -3.80
H 0.96 8.68 -5.52
H -1.79 6.60 -3.09
H -2.13 7.10 -4.90
H -1.26 8.24 -3.73
H -0.53 5.99 -6.88
H 1.03 4.94 -6.52
H -0.59 4.53 -5.79
H 4.19 -1.11 -3.27
H 5.24 0.11 -2.49
H 5.31 1.13 -5.20
H 4.45 -1.85 -5.35
H 5.96 -1.40 -6.26
H 4.45 -0.51 -6.70
H 1.76 -0.58 -0.38
H 2.99 -1.58 -1.33
H 1.45 -1.02 -2.10
C 0.30 -5.98 1.54
C 0.95 -4.77 0.90
C 0.30 -3.47 1.27
O 0.64 -2.65 0.15
C 0.78 -3.49 -0.92
O 0.87 -3.12 -2.06
O 0.79 -4.78 -0.52
H 0.84 -6.89 1.26
H 0.31 -5.90 2.63
H -0.73 -6.10 1.20
H 2.02 -4.76 1.12
H 0.70 -3.06 2.20
H -0.79 -3.53 1.34
C -5.25 -0.91 -3.59
C -6.50 -0.05 -3.52
C -6.48 0.94 -2.38
O -7.87 1.15 -2.16
C -8.51 0.00 -2.55
O -9.65 -0.24 -2.33
O -7.65 -0.82 -3.22
H -5.31 -1.58 -4.46
H -4.36 -0.30 -3.69
H -5.16 -1.55 -2.71
H -6.66 0.45 -4.48
H -5.99 1.87 -2.65
H -6.04 0.54 -1.47
C -4.51 -2.03 1.48
C -4.78 -3.42 0.97
C -5.18 -4.40 2.04
O -4.79 -5.64 1.47
C -3.75 -5.38 0.63
O -3.06 -6.21 0.12
O -3.60 -4.03 0.44
H -4.26 -1.36 0.65
H -5.38 -1.62 2.00
H -3.65 -2.02 2.16
H -5.53 -3.38 0.17
H -6.25 -4.38 2.24
H -4.63 -4.26 2.98
C 3.03 -8.76 4.12
C 3.08 -7.43 4.85
C 2.62 -7.51 6.28
O 2.19 -6.18 6.52
C 1.78 -5.68 5.32
O 1.18 -4.65 5.18
O 2.15 -6.50 4.30
H 3.40 -8.64 3.10
H 3.64 -9.51 4.63
H 2.01 -9.13 4.04
H 4.08 -7.00 4.77
H 3.43 -7.79 6.96
H 1.78 -8.19 6.43
C -7.56 -3.69 6.60
C -6.92 -2.48 5.97
C -7.58 -1.18 6.34
O -7.24 -0.35 5.23
C -7.08 -1.18 4.16
O -6.97 -0.81 3.03
O -7.06 -2.49 4.55
H -7.02 -4.60 6.32
H -7.57 -3.62 7.69
H -8.59 -3.83 6.25
H -5.85 -2.46 6.20
H -7.19 -0.77 7.27
H -8.67 -1.25 6.40
C -2.48 2.01 8.66
C -3.26 1.04 7.80
C -4.65 0.77 8.31
O -4.92 -0.52 7.77
C -3.71 -1.14 7.64
O -3.57 -2.30 7.40
O -2.68 -0.26 7.83
H -1.50 2.19 8.22
H -3.00 2.97 8.74
H -2.32 1.61 9.66
H -3.27 1.38 6.76
H -5.38 1.50 7.94
H -4.72 0.71 9.40
```

Total charge: +1
Lowest unoccupied orbital energy in Ha: -0.163
Maximum force in eV/A: 8.89
Highest occupied orbital energy in eV: -11.985

---

Below is a structure of composition C18H21Cl4N3O10P2SV, with properties calculated with ωB97M-V with the def2-TZVPD basis set.

The geometry in XYZ format:
```
60
C18H21Cl4N3O10P2SV (ωB97M-V with the def2-TZVPD basis set)
V 0.71 -0.90 0.84
N -1.95 0.94 3.16
C -0.55 1.54 3.33
C -0.57 2.67 4.33
P -0.24 2.15 1.60
O -1.67 3.02 1.48
O 0.85 3.14 1.50
O -0.50 0.96 0.72
P 0.36 0.03 3.97
O -0.76 -0.30 5.18
O 1.61 0.35 4.67
O 0.05 -1.00 2.93
H -2.57 1.65 2.76
H -2.26 0.57 4.05
H -1.83 0.17 2.49
H -1.22 3.49 4.01
H 0.45 3.05 4.42
H -0.89 2.32 5.32
H -1.42 3.95 1.47
H -0.29 -0.17 6.01
S 1.22 -3.50 0.92
C -0.39 -3.43 0.32
C -1.20 -4.54 0.01
C -2.47 -4.35 -0.49
C -2.95 -3.05 -0.68
C -2.11 -2.00 -0.34
N -0.89 -2.18 0.15
H -0.79 -5.53 0.15
H -3.09 -5.20 -0.74
H -3.94 -2.86 -1.08
H -2.42 -0.97 -0.47
Cl 5.68 2.05 -2.88
C 4.67 1.56 -1.55
C 4.89 2.05 -0.28
Cl 6.20 3.16 0.02
C 4.05 1.66 0.78
Cl 4.32 2.24 2.39
C 2.98 0.78 0.58
O 2.21 0.34 1.53
C 2.71 0.30 -0.76
O 1.70 -0.48 -0.94
C 3.58 0.69 -1.78
Cl 3.29 0.05 -3.37
O -0.51 5.88 -2.42
C -0.72 4.59 -2.71
O -1.51 4.24 -3.57
C 0.10 3.64 -1.83
N 1.08 4.44 -1.07
C 2.42 4.20 -1.67
C 2.16 3.44 -2.97
C 0.91 2.63 -2.64
H -0.62 3.15 -1.16
H 1.08 4.13 -0.10
H 0.21 5.79 -1.71
H 3.02 3.61 -0.99
H 2.93 5.15 -1.84
H 3.01 2.83 -3.27
H 1.94 4.15 -3.78
H 1.17 1.80 -1.98
H 0.37 2.25 -3.51
```

Energy above the lowest of the compared OMol25 structures with the same formula, charge and spin in kcal per mole: 25.35
Multiplicity: 4
Total charge: -2
Lowest unoccupied orbital energy (alpha / beta) in Ha: 0.146 / 0.146
Maximum force in eV/A: 0.18
Highest occupied orbital energy (alpha / beta) in eV: -0.661 / -1.332